116
Properties=species:S:1:pos:R:3:forces:R:3 method="wB97M-V/def2-TZVPD" e_homo_ev="-3.22 / -3.24" total_energy_ev=-88927.155 charge=-1
Ru -0.3051 0.1321 0.6734 -0.517 0.767 -0.013
C 2.0266 -1.2004 -3.1457 0.218 0.813 -0.091
C 1.2071 -2.3760 -2.9488 -0.812 -0.246 0.618
C -0.0749 -2.3203 -2.5184 0.748 -0.738 -0.127
C -0.7727 -1.1200 -2.1706 -2.475 -0.044 1.452
C -1.6853 -1.1667 -1.1234 1.446 0.906 -3.581
N -2.1488 -2.2970 -0.5349 0.210 -2.534 2.680
C -1.5704 -2.6229 0.6007 -1.182 1.420 -3.178
C -1.7813 -3.7784 1.4227 0.327 -1.255 1.571
C -2.7040 -4.8162 1.4124 0.182 0.582 -0.379
C -2.6478 -5.7490 2.4276 0.221 -0.247 0.482
C -1.6782 -5.6690 3.4347 -0.478 -0.332 -0.292
C -0.7314 -4.6682 3.4378 0.381 0.546 -0.223
C -0.7774 -3.7140 2.4277 -1.489 -1.338 -0.405
C -0.0160 -2.5267 2.1742 0.368 1.717 -1.286
N 1.0540 -2.1691 2.8755 0.002 -0.302 0.094
C 1.5692 -0.9647 2.8104 -0.827 0.453 -0.415
N 1.0541 0.1281 2.1639 0.802 0.494 0.108
C 1.6717 1.2658 2.6411 -1.090 -1.012 -0.886
N 1.3866 2.5048 2.3374 0.070 0.298 0.372
C 0.6086 2.8882 1.3379 -0.004 -1.632 -1.176
N 0.0594 2.1172 0.3476 0.195 -0.650 2.562
C -0.3061 2.9414 -0.6925 -0.674 -0.452 -2.328
N -0.7090 2.6794 -1.8888 0.467 0.979 1.848
C -1.1684 1.4373 -2.4261 -0.375 -0.460 -0.458
N -2.1663 0.0661 -0.6364 0.137 -0.032 0.992
C -0.1597 0.2346 -2.4458 0.122 -0.406 0.801
C 2.1081 -0.1403 -1.9994 0.348 -0.304 -0.740
C -0.1298 4.3296 -0.2675 0.445 0.855 1.167
C -0.4747 5.5416 -0.8388 0.009 -0.378 -0.109
C -0.2561 6.6932 -0.1021 0.178 0.192 0.225
C 0.3162 6.6462 1.1713 -0.183 0.286 -0.266
C 0.6753 5.4431 1.7442 0.038 -0.670 0.014
C 0.4322 4.2802 1.0243 -0.497 1.435 -1.049
C 2.7272 0.8729 3.5424 0.740 -0.941 0.726
C 3.7024 1.5873 4.2243 -0.370 0.033 -0.250
C 4.6343 0.8809 4.9630 0.143 -0.122 0.152
C 4.6061 -0.5124 5.0230 0.096 0.088 0.034
C 3.6320 -1.2361 4.3584 -0.335 -0.027 -0.154
C 2.6868 -0.5373 3.6233 0.703 0.901 0.433
N -0.5493 -1.8606 1.1085 1.038 0.669 1.679
H 3.0418 -1.4511 -3.4496 -0.121 0.187 -0.338
H 1.6368 -3.3415 -3.1886 -0.032 -0.093 0.025
H -0.6047 -3.2378 -2.2956 -0.043 -0.158 -0.187
H -3.4485 -4.8772 0.6319 -0.073 0.028 -0.030
H -3.3667 -6.5549 2.4594 -0.062 -0.056 -0.028
H -1.6775 -6.4157 4.2171 0.023 -0.020 0.044
H 0.0235 -4.6102 4.2071 0.085 0.026 0.070
H 2.4832 0.8098 -2.5103 0.409 -0.377 0.159
H -0.9190 5.5829 -1.8228 -0.010 -0.061 -0.085
H -0.5295 7.6508 -0.5202 -0.035 0.093 -0.033
H 0.4597 7.5676 1.7208 0.034 0.023 -0.007
H 1.1084 5.3833 2.7305 0.055 0.031 0.121
H 3.7274 2.6639 4.1599 0.013 0.131 0.010
H 5.4033 1.4123 5.5067 0.052 0.051 -0.011
H 5.3657 -1.0379 5.5862 0.021 0.011 0.051
H 3.6083 -2.3148 4.3948 -0.026 -0.095 0.004
F -4.8296 1.0636 4.8215 0.078 0.059 0.000
C -3.7697 0.9524 3.9716 0.068 -0.020 -0.079
C -2.7035 0.1496 4.3169 -0.245 0.029 0.162
C -1.6667 -0.0164 3.4147 -0.073 0.092 0.006
C -1.6627 0.6027 2.1629 0.590 -0.306 -0.530
C -2.7238 1.4754 1.8989 0.004 0.053 0.109
C -3.7823 1.6431 2.7786 -0.214 0.033 0.226
H -2.6937 -0.3523 5.2705 -0.056 -0.090 0.189
H -0.8500 -0.6579 3.7142 0.035 -0.065 -0.008
H -2.7479 2.0601 0.9846 0.068 -0.074 -0.068
H -4.6139 2.2897 2.5407 -0.093 0.097 0.009
C 3.4783 0.3978 0.0951 0.009 -0.132 0.376
C 3.2485 -0.5200 -1.0556 -0.326 0.375 -0.318
O 3.9576 -1.4726 -1.2844 0.208 -0.146 0.230
N 0.8473 0.1545 -1.4259 0.500 0.865 0.903
Te 0.7783 0.1983 -4.4193 0.251 -0.368 -0.528
C 0.2610 -1.4820 -5.7013 0.174 0.160 -0.062
C 1.2809 -1.8988 -6.5655 0.025 0.130 0.060
C 2.6206 -1.2228 -6.5818 0.081 -0.020 -0.055
C 1.0546 -2.9426 -7.4499 -0.121 -0.101 0.010
C -0.1654 -3.5984 -7.4970 -0.009 -0.002 0.072
C -0.4188 -4.7172 -8.4624 -0.002 0.000 0.048
C -1.1583 -3.1857 -6.6283 0.199 0.024 -0.057
C -0.9693 -2.1351 -5.7387 -0.037 0.163 0.041
C -2.1314 -1.7539 -4.8784 -0.038 0.083 0.031
C -1.0749 1.2341 -4.9626 -0.119 0.199 0.429
C -1.6313 1.8303 -3.8390 0.050 -0.380 -0.534
C -2.4665 1.0007 -1.6973 -0.003 0.162 -0.202
C -2.6283 2.7858 -3.9872 0.015 -0.022 -0.228
C -3.1046 3.1193 -5.2474 -0.057 -0.069 0.119
C -4.1894 4.1396 -5.4187 0.069 0.007 0.061
C -2.5525 2.5039 -6.3616 0.122 0.007 0.048
C -1.5185 1.5935 -6.2341 0.109 -0.201 0.075
C -0.8906 0.9852 -7.4529 -0.019 0.065 -0.024
H 4.3737 0.1138 0.6451 0.038 0.002 -0.015
H 2.6041 0.3084 0.7375 0.158 0.077 -0.163
H 3.5312 1.4371 -0.2209 -0.035 0.109 -0.131
H 3.1536 -1.4153 -5.6517 0.086 0.086 0.023
H 2.5041 -0.1416 -6.6862 0.150 -0.026 -0.031
H 3.2280 -1.5903 -7.4074 0.019 0.013 -0.037
H 1.8457 -3.2571 -8.1167 0.126 0.027 -0.103
H 0.3914 -4.7974 -9.1829 0.031 -0.053 -0.098
H -1.3509 -4.5414 -8.9971 -0.042 -0.072 -0.110
H -0.5097 -5.6703 -7.9405 0.000 -0.066 -0.004
H -2.1129 -3.6921 -6.6334 -0.203 -0.057 -0.028
H -3.0170 -1.6140 -5.4964 -0.136 0.086 -0.052
H -1.9282 -0.8329 -4.3415 -0.258 -0.200 0.018
H -2.3445 -2.5447 -4.1614 -0.018 -0.006 0.121
H -2.9675 -0.0851 -0.0172 0.316 0.177 -0.180
H -3.1535 0.5365 -2.4243 0.212 0.020 0.175
H -2.9536 1.8876 -1.2857 0.046 -0.068 0.031
H -3.0147 3.2947 -3.1175 -0.144 0.101 0.160
H -4.9778 3.9839 -4.6865 -0.143 0.071 0.045
H -4.6153 4.0717 -6.4174 -0.097 0.074 -0.040
H -3.7902 5.1442 -5.2804 -0.060 0.129 -0.003
H -2.9086 2.7638 -7.3507 -0.075 0.056 -0.107
H -1.0207 1.6403 -8.3132 0.053 -0.009 -0.107
H -1.3365 0.0157 -7.6829 0.078 -0.059 -0.031
H 0.1738 0.8293 -7.2736 0.036 -0.047 -0.207